Formula: C52H67N7NaO3PTe2
Source: OMol25
Level of theory: ωB97M-V/def2-TZVPD

Structure (ORCA input):
```
! wB97M-V def2-TZVPD RIJCOSX def2/J DEFGRID3
* xyz -2 1
Na -0.204 0.169 0.281
C 4.716 -2.143 3.842
C 4.715 -1.418 2.494
C 3.526 -0.526 2.333
C 3.446 0.817 2.548
C 4.517 1.744 3.035
C 4.393 2.032 4.533
C 2.082 1.204 2.195
N 1.392 0.125 1.790
C 2.207 -0.940 1.858
C 1.840 -2.249 1.550
C 0.627 -2.708 1.036
C 0.292 -4.106 0.791
C 1.189 -5.271 1.061
C 1.270 -5.618 2.550
C -0.966 -4.112 0.262
C -1.390 -2.720 0.209
C -2.619 -2.260 -0.257
C -3.088 -0.946 -0.264
N -2.438 0.106 0.261
C -3.217 1.189 0.117
C -2.904 2.483 0.531
C -1.713 2.930 1.094
N -0.657 2.152 1.381
C 0.309 2.937 1.882
C 1.577 2.501 2.264
C -0.146 4.322 1.928
C -1.416 4.318 1.430
C -2.340 5.479 1.224
C -3.421 5.561 2.307
C 0.646 5.478 2.457
C 0.603 5.526 3.988
C -4.457 0.822 -0.553
C -4.374 -0.517 -0.803
C -5.380 -1.370 -1.514
C -6.376 -2.026 -0.552
C -5.554 1.763 -0.945
C -5.211 2.478 -2.255
N -0.401 -1.927 0.664
C -1.780 -5.297 -0.157
C -2.532 -5.907 1.028
H 5.547 -2.846 3.905
H 3.786 -2.689 3.972
H 4.806 -1.429 4.660
H 4.722 -2.154 1.684
H 5.632 -0.826 2.407
H 4.459 2.692 2.491
H 5.502 1.306 2.844
H 3.424 2.477 4.741
H 5.174 2.720 4.867
H 4.478 1.108 5.102
H 2.588 -3.010 1.734
H 2.192 -5.028 0.697
H 0.826 -6.142 0.507
H 1.598 -4.753 3.118
H 1.977 -6.432 2.714
H 0.298 -5.923 2.932
H -3.295 -3.014 -0.645
H -3.672 3.234 0.376
H 2.254 3.265 2.633
H -2.827 5.386 0.248
H -1.772 6.417 1.219
H -4.005 4.644 2.317
H -4.093 6.404 2.127
H -2.967 5.680 3.290
H 0.255 6.421 2.058
H 1.688 5.391 2.135
H -0.420 5.660 4.334
H 1.211 6.347 4.372
H 0.973 4.588 4.397
H -4.859 -2.150 -2.076
H -5.937 -0.759 -2.235
H -5.844 -2.589 0.211
H -7.048 -2.697 -1.090
H -6.975 -1.266 -0.052
H -5.700 2.507 -0.155
H -6.496 1.218 -1.066
H -4.282 3.032 -2.137
H -6.001 3.169 -2.558
H -5.071 1.743 -3.048
H -1.127 -6.057 -0.599
H -2.498 -4.995 -0.925
H -1.824 -6.257 1.776
H -3.152 -6.747 0.713
H -3.168 -5.159 1.493
N -2.695 2.618 -4.603
C -1.860 2.599 -3.501
C -1.704 1.456 -2.712
N -0.771 1.378 -1.786
C -0.010 2.452 -1.597
C -0.254 3.623 -2.284
N -1.167 3.709 -3.252
H -3.471 1.975 -4.565
H -2.922 3.550 -4.914
H -2.354 0.598 -2.818
H 0.770 2.364 -0.865
H 0.264 4.544 -2.055
C -1.426 -2.639 -3.500
Te 0.128 -1.520 -2.396
C 0.225 -0.566 -4.346
C -0.265 -1.528 -5.369
C 0.036 -1.407 -6.719
C -0.427 -2.333 -7.642
C -1.204 -3.396 -7.214
C -1.530 -3.512 -5.871
C -1.078 -2.583 -4.942
H -2.381 -2.134 -3.346
H -1.558 -3.668 -3.164
H 1.227 -0.209 -4.567
H -0.432 0.310 -4.330
H 0.647 -0.577 -7.057
H -0.174 -2.234 -8.692
H -1.559 -4.134 -7.925
H -2.144 -4.339 -5.534
C 3.812 -1.371 -5.679
C 4.161 -1.328 -4.200
O 3.171 -0.641 -3.497
P 3.214 -0.747 -1.839
O 1.993 0.002 -1.430
Te 3.813 -2.896 -1.202
O 4.541 0.209 -1.555
C 4.390 1.582 -1.820
C 4.053 2.343 -0.554
H 4.532 -1.997 -6.207
H 3.827 -0.366 -6.103
H 2.815 -1.792 -5.796
H 5.135 -0.837 -4.047
H 4.242 -2.353 -3.790
H 3.603 1.733 -2.568
H 5.343 1.933 -2.244
H 3.158 1.918 -0.112
H 3.888 3.396 -0.772
H 4.865 2.238 0.160
*
```

For the HOMO-LUMO gap, the calculation gives 0.177 hartree.

***

Formula: C52H75N5O12S
Source: OMol25
Level of theory: ωB97M-V/def2-TZVPD

Structure (ORCA input):
```
! wB97M-V def2-TZVPD RIJCOSX def2/J DEFGRID3
* xyz 0 1
C 0.569 0.041 -1.503
C 0.729 0.661 -0.257
C 0.068 0.155 0.865
C -0.686 -1.037 0.745
C -0.980 -1.519 -0.505
C -0.431 -1.002 -1.649
N -1.256 -1.718 1.909
O -1.147 -1.106 2.970
O -1.800 -2.843 1.734
H 1.210 0.304 -2.332
H 1.427 1.479 -0.158
H 0.203 0.667 1.806
H -1.610 -2.383 -0.656
H -0.662 -1.467 -2.596
C 7.958 4.210 -2.566
C 6.945 4.004 -3.507
C 5.992 3.046 -3.304
C 5.980 2.431 -2.040
C 6.968 2.711 -1.089
C 7.997 3.560 -1.373
N 4.896 1.491 -1.655
O 5.021 0.785 -0.669
O 3.755 1.678 -2.132
H 8.779 4.831 -2.893
H 6.860 4.525 -4.449
H 5.261 2.808 -4.062
H 6.902 2.109 -0.195
H 8.783 3.728 -0.651
C -3.118 -3.627 5.650
C -1.978 -3.426 4.869
C -0.825 -2.981 5.485
C -0.865 -2.426 6.767
C -2.044 -2.518 7.487
C -3.151 -3.127 6.941
N 0.331 -1.789 7.356
O 1.378 -1.662 6.748
O 0.224 -1.333 8.428
H -4.027 -4.063 5.263
H -1.964 -3.714 3.828
H 0.089 -2.933 4.911
H -2.232 -2.223 8.509
H -4.079 -3.117 7.493
C 1.738 6.723 5.429
C 0.583 6.077 5.695
C -0.025 5.193 4.745
C 0.548 5.051 3.460
C 1.585 5.895 3.151
C 2.224 6.647 4.129
N 0.050 4.055 2.569
O 0.371 4.078 1.407
O -0.733 3.225 3.030
H 2.177 7.425 6.123
H 0.164 6.141 6.688
H -0.847 4.549 5.021
H 2.090 5.805 2.201
H 3.142 7.140 3.847
C 2.880 -4.765 -0.712
C 3.104 -3.382 -1.044
C 2.594 -2.831 -2.189
C 1.809 -3.628 -3.057
C 1.585 -5.013 -2.812
C 2.148 -5.561 -1.631
N 1.154 -2.956 -4.219
O 0.255 -3.489 -4.791
O 1.676 -1.924 -4.615
H 3.322 -5.134 0.202
H 3.718 -2.773 -0.398
H 2.969 -1.843 -2.412
H 0.961 -5.533 -3.523
H 2.071 -6.594 -1.328
C -2.418 -4.263 -3.376
C -2.810 -5.400 -4.320
C -4.364 -5.501 -4.423
C -4.999 -6.120 -3.156
C -6.526 -6.298 -3.226
C -7.346 -6.964 -2.005
H -1.372 -4.315 -3.074
H -2.947 -4.256 -2.423
H -2.698 -3.301 -3.805
H -2.434 -5.142 -5.310
H -2.381 -6.334 -3.957
H -4.466 -6.101 -5.327
H -4.662 -4.475 -4.639
H -4.598 -7.100 -2.900
H -4.849 -5.569 -2.228
H -7.050 -5.404 -3.564
H -6.658 -6.913 -4.116
H -7.331 -6.263 -1.170
H -8.398 -7.028 -2.284
H -7.097 -7.950 -1.614
C 4.916 4.406 1.505
C 4.218 3.091 1.796
C 3.768 2.875 3.234
C 2.845 1.697 3.407
C 3.524 0.384 3.055
C 2.671 -0.902 3.205
H 5.571 4.557 2.363
H 4.243 5.256 1.396
H 5.600 4.352 0.658
H 3.280 3.111 1.242
H 4.737 2.251 1.334
H 3.219 3.762 3.550
H 4.665 2.833 3.852
H 2.608 1.568 4.463
H 1.896 1.857 2.895
H 3.789 0.380 1.998
H 4.463 0.238 3.589
H 2.475 -1.110 4.257
H 1.730 -0.788 2.667
H 3.175 -1.736 2.718
C -1.005 -0.388 -5.791
C -1.915 0.715 -6.403
C -1.155 1.523 -7.444
C -1.810 2.580 -8.277
C -2.798 2.038 -9.220
C -3.534 3.159 -9.981
H -1.534 -1.089 -5.145
H -0.260 0.076 -5.143
H -0.582 -0.996 -6.590
H -2.700 0.109 -6.855
H -2.321 1.456 -5.714
H -0.621 0.865 -8.130
H -0.341 1.955 -6.862
H -2.230 3.365 -7.648
H -1.025 3.016 -8.895
H -2.446 1.361 -9.998
H -3.557 1.453 -8.700
H -4.001 3.941 -9.382
H -2.842 3.791 -10.537
H -4.219 2.772 -10.736
C -2.888 1.180 4.721
C -2.182 1.000 6.079
C -2.229 2.385 6.805
S -3.853 3.156 6.244
O -3.582 4.469 5.612
O -4.733 2.967 7.404
C -4.208 1.923 4.963
H -2.939 0.180 4.291
H -2.272 1.767 4.040
H -1.172 0.678 5.822
H -2.542 0.176 6.694
H -1.483 3.143 6.565
H -2.152 2.549 7.879
H -4.757 2.319 4.108
H -4.883 1.235 5.472
*
```

For the HOMO-LUMO gap, the calculation gives 0.320 hartree. As for the SMILES: O=[N+]([O-])c1ccccc1.O=[N+]([O-])c1ccccc1.O=[N+]([O-])c1ccccc1.O=[N+]([O-])c1ccccc1.O=[N+]([O-])c1ccccc1.O=S1(=O)CCCC1.CCCCCC.CCCCCC.CCCCCC.

***

Formula: C52H78GeN4O5P3S3Ti
Source: OMol25
Level of theory: ωB97M-V/def2-TZVPD

Structure (ORCA input):
```
! wB97M-V def2-TZVPD RIJCOSX def2/J DEFGRID3
* xyz -1 3
Ti -0.617 0.472 0.837
C 1.843 -1.266 0.591
C 2.005 -0.836 2.038
N 1.027 0.214 2.358
C 0.633 0.250 3.762
C -0.209 -0.971 4.136
S -1.370 -1.480 2.830
C -0.502 -2.895 2.068
C -0.160 -2.714 0.596
N 0.416 -1.408 0.239
H 2.385 -2.198 0.399
H 2.265 -0.523 -0.087
H 3.026 -0.484 2.207
H 1.845 -1.671 2.719
H 1.373 1.139 2.079
H 0.054 1.162 3.911
H 1.506 0.302 4.422
H -0.805 -0.744 5.021
H 0.406 -1.835 4.386
H -1.170 -3.753 2.153
H 0.377 -3.101 2.678
H -1.066 -2.833 0.011
H 0.523 -3.521 0.301
H 0.351 -1.312 -0.777
C -3.197 -1.559 -4.078
P -1.806 -1.767 -2.874
C -2.673 -2.689 -1.530
N -2.598 -4.032 -1.568
C -2.992 -4.718 -0.447
C -2.856 -6.111 -0.400
C -3.218 -6.828 0.731
C -3.721 -6.160 1.845
C -3.860 -4.781 1.824
C -3.504 -4.037 0.688
N -3.626 -2.678 0.696
C -3.211 -2.016 -0.421
P -3.061 -0.248 0.017
C -3.394 0.819 -1.434
C -4.597 0.165 1.030
C -5.852 -0.431 0.392
C -4.700 1.698 1.064
C -4.505 -0.306 2.482
C -0.676 -2.971 -3.753
C 0.365 -3.466 -2.742
C -1.345 -4.154 -4.453
C 0.053 -2.115 -4.800
H -3.462 -2.498 -4.562
H -2.938 -0.819 -4.837
H -4.070 -1.203 -3.533
H -2.457 -6.607 -1.277
H -3.108 -7.905 0.746
H -4.006 -6.718 2.729
H -4.250 -4.242 2.680
H -4.392 0.662 -1.841
H -2.650 0.631 -2.199
H -3.288 1.856 -1.117
H -5.990 -0.095 -0.637
H -6.728 -0.107 0.963
H -5.811 -1.519 0.406
H -5.409 1.991 1.843
H -5.055 2.110 0.119
H -3.736 2.153 1.310
H -4.307 -1.370 2.544
H -5.460 -0.085 2.970
H -3.725 0.239 3.017
H -0.103 -4.083 -1.974
H 0.902 -2.627 -2.288
H 1.114 -4.070 -3.262
H -1.986 -4.707 -3.772
H -0.566 -4.826 -4.830
H -1.927 -3.828 -5.318
H 0.605 -1.294 -4.338
H -0.643 -1.709 -5.540
H 0.776 -2.739 -5.335
C -0.333 1.932 -1.931
O -0.551 1.216 -0.742
H -0.312 1.245 -2.779
H 0.627 2.449 -1.879
H -1.141 2.660 -2.073
O 0.893 2.704 1.160
C -0.273 3.003 1.453
O -1.121 2.162 1.948
C -0.771 4.404 1.161
C -1.975 4.852 1.978
Ge -1.712 4.918 3.931
C -0.107 4.044 4.645
C -0.190 3.344 5.850
C 0.938 2.784 6.436
C 2.175 2.908 5.819
C 2.277 3.597 4.619
C 1.147 4.167 4.046
C -3.245 4.137 4.854
C -4.137 4.918 5.583
C -5.216 4.342 6.240
C -5.410 2.970 6.183
C -4.529 2.178 5.459
C -3.460 2.760 4.792
C -1.581 6.805 4.456
C -2.463 7.749 3.929
C -2.397 9.084 4.303
C -1.435 9.499 5.214
C -0.549 8.575 5.747
C -0.625 7.240 5.371
H -0.996 4.404 0.088
H 0.072 5.087 1.279
H -2.830 4.206 1.778
H -2.255 5.865 1.679
H -1.149 3.234 6.344
H 0.849 2.251 7.375
H 3.056 2.468 6.270
H 3.235 3.695 4.125
H 1.261 4.708 3.115
H -3.984 5.990 5.653
H -5.902 4.965 6.802
H -6.247 2.517 6.700
H -4.680 1.108 5.404
H -2.786 2.138 4.210
H -3.221 7.444 3.214
H -3.092 9.799 3.883
H -1.377 10.541 5.505
H 0.206 8.894 6.455
H 0.076 6.529 5.795
C 5.934 -2.482 -0.797
C 5.812 -2.331 -2.307
C 7.037 -1.661 -2.906
O 4.551 -1.701 -2.584
P 4.220 -0.158 -2.930
S 4.919 0.406 -4.672
S 2.278 0.029 -2.598
O 5.078 0.521 -1.706
C 5.005 1.877 -1.232
C 4.663 2.908 -2.295
C 4.058 1.966 -0.044
H 6.811 -3.080 -0.540
H 5.045 -2.971 -0.396
H 6.028 -1.496 -0.338
H 5.711 -3.323 -2.757
H 7.161 -0.651 -2.518
H 6.965 -1.598 -3.989
H 7.915 -2.254 -2.635
H 6.022 2.075 -0.877
H 3.666 2.730 -2.699
H 5.373 2.876 -3.119
H 4.684 3.899 -1.834
H 3.021 1.906 -0.376
H 4.200 2.915 0.479
H 4.264 1.149 0.650
*
```

For the HOMO-LUMO gap (spin up / spin down), the calculation gives 0.173 / 0.235 hartree.

***

ΔE to the lowest compared entry with this formula, charge and spin, respectively: 0.959 0.000 0.152 eV.